[1]
C31H53CaNO2Si2 | the ωB97M-V functional and the def2-TZVPD basis

Structure (ORCA input):
```
! RIJCOSX wB97M-V def2-TZVPD def2/J DEFGRID3
* xyz 0 1
O -1.308 -2.439 -1.541
O -2.590 -1.362 -3.144
C -0.226 -3.207 -2.260
C 0.797 -3.785 -1.313
H 0.234 -2.472 -2.947
H -0.704 -4.017 -2.830
H 1.166 -3.052 -0.583
H 1.639 -4.130 -1.926
H 0.416 -4.666 -0.779
C -1.915 -3.183 -0.353
C -3.080 -3.944 -0.902
H -2.165 -2.425 0.411
H -1.127 -3.807 0.076
H -3.787 -3.229 -1.339
H -3.621 -4.473 -0.118
H -2.728 -4.678 -1.647
C -3.292 -0.173 -2.641
C -2.214 -1.425 -4.547
C -3.647 -0.379 -1.189
H -4.218 -0.105 -3.245
H -2.666 0.727 -2.794
H -4.201 -1.319 -1.065
H -4.306 0.429 -0.849
H -2.762 -0.349 -0.528
C -2.792 -2.677 -5.185
H -1.114 -1.466 -4.641
H -2.578 -0.507 -5.029
H -2.503 -3.613 -4.677
H -2.445 -2.722 -6.221
H -3.890 -2.648 -5.196
H -2.061 -2.125 -2.365
Ca 0.976 1.355 0.899
C 0.563 0.628 -1.059
Si 1.113 1.745 -2.393
H -0.546 0.706 -1.091
H 0.731 -0.410 -1.414
C 2.311 0.592 -3.304
C 1.650 3.391 -1.629
C -0.357 1.999 -3.552
C 3.420 0.772 0.485
Si 4.163 1.768 1.844
H 3.802 0.943 -0.532
H 3.390 -0.320 0.628
C 4.988 3.260 1.038
C 5.356 0.768 2.910
C 2.811 2.413 3.026
H -0.196 2.842 -4.247
H -1.270 2.204 -2.972
H -0.541 1.102 -4.167
H 3.141 0.255 -2.667
H 2.714 1.043 -4.220
H 1.729 -0.308 -3.584
H 2.633 3.337 -1.146
H 0.912 3.774 -0.905
H 1.720 4.127 -2.438
H 6.023 0.174 2.271
H 4.814 0.065 3.560
H 5.982 1.405 3.553
H 2.370 1.608 3.637
H 2.001 2.999 2.545
H 3.285 3.120 3.723
H 5.828 3.621 1.648
H 4.282 4.092 0.906
H 5.372 2.990 0.044
C -3.513 3.282 0.295
C -4.185 2.737 1.397
C -3.474 1.946 2.316
C -2.075 1.715 2.125
C -1.464 2.282 1.030
C -2.120 3.052 0.106
C -1.302 0.870 3.071
C -1.660 0.787 4.436
C -0.823 0.095 5.298
C 0.266 -0.656 4.807
C 1.287 -1.205 5.612
C 2.386 -1.837 5.050
C 2.511 -1.963 3.649
C 1.540 -1.428 2.819
C 0.467 -0.689 3.388
N -0.229 0.196 2.604
H -4.068 3.893 -0.419
H -5.262 2.894 1.549
H -3.973 1.462 3.158
H -1.628 3.472 -0.765
H -2.537 1.322 4.775
H -0.986 0.158 6.369
H 1.204 -1.051 6.688
H 3.175 -2.222 5.687
H 3.381 -2.459 3.208
H 1.601 -1.490 1.719
*
```

## Properties
ΔE to the lowest compared entry with this formula, charge and spin, kJ/mol: 474.1
Energy, a.u.: -2674.6877
Kohn-Sham gap, eV: 5.197
E_LUMO, eV: 0.00
Maximum force, eV Å⁻¹: 3.715

---

[2]
C6H10N3OS | the ωB97M-V functional and the def2-TZVPD basis

Structure (ORCA input):
```
! RIJCOSX wB97M-V def2-TZVPD def2/J DEFGRID3
* xyz 1 1
C 2.961 -1.284 0.144
S 2.271 0.149 1.122
C 0.708 0.248 0.020
C 1.089 1.712 -0.959
O 0.473 2.678 -0.865
N 0.452 -0.829 -0.874
C -0.744 -1.137 -1.129
C -1.949 -0.395 -0.606
C -1.662 0.430 0.634
N -2.592 0.510 1.563
N -0.392 0.655 0.907
H 2.581 -1.113 -0.776
H 2.715 -2.109 0.739
H 3.981 -1.126 0.176
H 2.029 1.697 -1.649
H -0.790 -1.949 -1.734
H -2.251 0.359 -1.345
H -2.739 -1.254 -0.490
H -3.480 0.288 1.166
H -2.474 1.222 2.261
H -0.189 1.248 1.694
*
```

## Properties
ΔE to the lowest compared entry with this formula, charge and spin, kJ/mol: 204.6
Energy, a.u.: -872.0053
Kohn-Sham gap, eV: 8.611
SMILES string: CS[C@@]1(C=O)N=CCC(=[NH2+])N1
E_LUMO, eV: -3.74
Maximum force, eV Å⁻¹: 4.718

---

[3]
C5H14N2O | the ωB97M-V functional and the def2-TZVPD basis

Structure (ORCA input):
```
! RIJCOSX wB97M-V def2-TZVPD def2/J DEFGRID3
* xyz 0 1
C -1.258 -0.595 -1.275
C 0.754 -0.638 -0.078
C 0.228 0.619 0.177
C -0.813 0.879 1.225
C 2.069 0.998 1.408
N -1.894 -1.662 -0.594
N 1.701 -0.918 -0.999
O -2.187 0.426 -1.623
H -1.717 1.211 -1.926
H -0.751 -0.952 -2.178
H 0.541 -1.436 0.624
H 0.420 1.405 -0.543
H -2.648 -2.084 -1.137
H -2.291 -1.351 0.286
H 2.114 -1.833 -1.021
H 2.046 -0.187 -1.600
H -0.530 1.734 1.838
H -1.779 1.091 0.763
H -0.920 0.021 1.890
H 2.018 0.406 2.320
H 2.979 0.808 0.843
H 1.917 2.058 1.601
*
```

## Properties
ΔE to the lowest compared entry with this formula, charge and spin, kJ/mol: 625.6
Energy, a.u.: -383.4624
Kohn-Sham gap (spin up / spin down), eV: 6.860 / 6.710
E_LUMO (spin up / spin down), eV: 0.85 / 0.86
Maximum force, eV Å⁻¹: 2.917

---

[4]
C2H5NO | the ωB97M-V functional and the def2-TZVPD basis

Structure (ORCA input):
```
! RIJCOSX wB97M-V def2-TZVPD def2/J DEFGRID3
* xyz 0 1
C -0.607 0.202 -0.794
C -0.644 -0.389 0.591
N 0.161 -1.494 0.718
O -1.258 -0.181 1.603
H -1.089 1.168 -0.859
H 0.409 0.412 -1.085
H -1.128 -0.496 -1.470
H 0.782 -1.838 -0.027
H 0.334 -1.774 1.649
*
```

## Properties
ΔE to the lowest compared entry with this formula, charge and spin, kJ/mol: 38.3
Energy, a.u.: -209.2077
Kohn-Sham gap, eV: 10.778
SMILES string: CC(N)=O
E_LUMO, eV: 0.89
Maximum force, eV Å⁻¹: 2.859

---

[5]
C6H13N2S2 | the ωB97M-V functional and the def2-TZVPD basis

Structure (ORCA input):
```
! RIJCOSX wB97M-V def2-TZVPD def2/J DEFGRID3
* xyz 1 1
C 1.571 -0.201 1.604
C 1.520 0.067 -0.733
C 0.418 0.981 -0.812
C -0.699 -0.085 -0.711
C -1.097 2.954 -2.068
C -1.703 -2.305 0.450
N 2.060 -0.879 2.661
N 1.919 -0.489 0.402
S 0.294 1.819 -2.436
S -1.184 -0.667 0.859
H 0.933 0.684 1.813
H 1.890 -0.387 -1.619
H 0.273 1.961 -0.215
H -0.757 -0.702 -1.606
H -1.081 3.068 -0.883
H -1.975 2.632 -2.375
H -0.867 3.875 -2.536
H -1.414 -3.031 1.181
H -1.007 -2.598 -0.451
H -2.756 -2.362 0.300
H 1.587 -0.757 3.464
H 2.682 -1.668 2.618
H 2.547 -1.331 0.273
*
```

## Properties
ΔE to the lowest compared entry with this formula, charge and spin, kJ/mol: 389.8
Energy, a.u.: -1141.9343
Kohn-Sham gap (spin up / spin down), eV: 7.272 / 7.213
E_LUMO (spin up / spin down), eV: -3.92 / -3.96
Maximum force, eV Å⁻¹: 6.127

---

[6]
C31H83BN19O20 | the ωB97M-V functional and the def2-TZVPD basis

Structure (ORCA input):
```
! RIJCOSX wB97M-V def2-TZVPD def2/J DEFGRID3
* xyz -1 1
O 3.258 -1.401 -2.059
C 2.213 -1.179 -1.526
O 2.041 -0.240 -0.675
B 0.582 -0.318 -0.244
O -0.018 -1.441 -1.029
C 0.911 -1.934 -1.859
O 0.849 -2.762 -2.785
O -0.102 0.958 -0.403
C -0.369 1.519 0.754
O -0.841 2.657 0.992
C 0.089 0.462 1.845
O 0.447 -0.627 1.205
O 0.085 0.558 3.058
C -3.408 -0.836 -2.861
C -4.650 -1.726 -2.560
C -5.865 -1.431 -3.462
O -6.354 -0.133 -3.274
C -7.671 0.057 -3.758
N -4.264 -3.119 -2.691
H -3.666 0.195 -2.620
H -3.166 -0.767 -3.922
H -2.511 -1.141 -2.322
H -5.065 -1.658 -1.554
H -6.623 -2.189 -3.264
H -5.498 -1.482 -4.487
H -8.427 -0.727 -3.703
H -7.614 0.439 -4.777
H -7.950 0.872 -3.089
H -5.039 -3.749 -2.537
H -3.722 -3.389 -1.883
C -3.254 2.821 3.660
C -4.053 1.547 4.129
C -3.582 0.280 3.305
O -4.099 0.389 1.981
C -3.766 -0.799 1.305
N -3.850 1.372 5.551
H -2.191 2.678 3.855
H -3.585 3.723 4.175
H -3.450 2.908 2.591
H -5.082 1.823 3.901
H -3.864 -0.630 3.835
H -2.495 0.288 3.223
H -4.308 -0.774 0.360
H -4.035 -1.763 1.736
H -2.710 -0.804 1.034
H -3.880 2.278 5.997
H -2.908 1.083 5.772
C 3.798 0.013 3.224
C 5.171 -0.328 2.639
C 5.907 -1.482 3.374
O 5.229 -2.694 3.187
C 5.733 -3.751 3.833
N 4.911 -0.726 1.303
H 3.397 0.905 2.743
H 3.961 0.280 4.268
H 3.175 -0.879 3.164
H 5.758 0.578 2.492
H 6.168 -1.220 4.399
H 6.893 -1.631 2.933
H 6.068 -3.477 4.834
H 6.659 -4.127 3.397
H 5.045 -4.595 3.793
H 4.481 -0.030 0.711
H 4.381 -1.558 1.520
C -1.692 3.250 -3.273
C -1.188 2.565 -4.516
C -0.361 1.318 -4.153
O 0.130 0.833 -5.352
C 0.605 -0.535 -5.268
N -2.265 2.289 -5.412
H -2.136 2.516 -2.601
H -2.300 4.127 -3.494
H -0.898 3.646 -2.640
H -0.584 3.306 -5.040
H -0.978 0.532 -3.717
H 0.542 1.480 -3.566
H 0.867 -0.998 -6.219
H -0.222 -1.153 -4.919
H 1.413 -0.675 -4.549
H -2.059 1.605 -6.126
H -3.022 1.839 -4.917
C 1.694 6.756 0.012
C 2.447 5.747 0.780
C 2.312 4.330 0.201
O 2.705 4.141 -1.165
C 2.845 2.745 -1.408
N 3.808 6.087 0.798
H 2.040 6.966 -1.000
H 1.653 7.717 0.524
H 0.670 6.384 -0.028
H 2.046 5.722 1.792
H 1.276 4.024 0.347
H 2.900 3.756 0.916
H 3.311 2.689 -2.391
H 1.925 2.162 -1.440
H 3.604 2.271 -0.786
H 4.103 6.333 -0.136
H 4.408 5.295 0.979
C 6.193 -1.119 -4.178
O 6.835 -0.876 -5.187
N 6.062 -2.277 -3.603
N 5.475 -0.230 -3.600
H 5.571 -2.392 -2.727
H 6.810 -2.954 -3.647
H 4.883 -0.544 -2.844
H 5.239 0.578 -4.158
C -0.671 5.506 2.844
O -0.559 6.559 3.434
N -1.390 5.316 1.813
N -0.054 4.365 3.139
H -1.433 4.396 1.398
H -1.648 6.143 1.294
H 0.412 4.325 4.034
H -0.300 3.586 2.544
C -2.468 -3.883 0.813
O -3.096 -3.962 -0.234
N -1.492 -3.060 1.039
N -2.570 -4.699 1.823
H -1.011 -2.912 1.915
H -1.123 -2.514 0.274
H -3.199 -5.489 1.823
H -2.216 -4.290 2.675
C -1.176 -2.751 4.401
O -1.552 -3.885 4.232
N -0.172 -2.169 3.785
N -1.748 -1.994 5.181
H 0.039 -1.191 3.923
H 0.383 -2.884 3.337
H -1.461 -1.026 5.211
H -2.484 -2.370 5.762
C -0.407 1.551 6.165
O -1.011 0.512 5.973
N -0.487 2.233 7.273
N 0.466 1.977 5.265
H -0.166 3.176 7.102
H -1.073 1.924 8.035
H 0.399 1.402 4.437
H 1.076 2.741 5.519
C -1.924 -3.716 -5.160
O -1.066 -3.708 -6.003
N -1.757 -3.363 -3.915
N -3.180 -3.822 -5.397
H -2.526 -3.499 -3.275
H -0.787 -3.360 -3.634
H -3.449 -3.951 -6.362
H -3.846 -3.682 -4.651
C 3.847 -5.307 -2.357
O 3.807 -4.773 -1.241
N 2.979 -5.017 -3.284
N 4.709 -6.156 -2.803
H 2.429 -4.205 -3.041
H 3.113 -5.259 -4.255
H 5.435 -6.568 -2.235
H 4.466 -6.666 -3.640
*
```

## Properties
ΔE to the lowest compared entry with this formula, charge and spin, kJ/mol: 523.9
Energy, a.u.: -3801.3858
Kohn-Sham gap, eV: 8.103
E_LUMO, eV: 0.98
Maximum force, eV Å⁻¹: 8.448

---

[7]
H3N2P | the ωB97M-V functional and the def2-TZVPD basis

Structure (ORCA input):
```
! RIJCOSX wB97M-V def2-TZVPD def2/J DEFGRID3
* xyz 0 1
N -0.257 1.061 0.816
P 0.416 -0.243 0.284
N -0.563 0.616 -0.650
H 1.668 -0.188 -0.199
H 0.186 -1.521 0.368
H -1.450 0.274 -0.619
*
```

## Properties
ΔE to the lowest compared entry with this formula, charge and spin, kJ/mol: 419.0
Energy, a.u.: -452.4987
Kohn-Sham gap, eV: 8.807
SMILES string: N1=[PH2]N1
E_LUMO, eV: 0.22
Maximum force, eV Å⁻¹: 3.613

---

[8]
C4H8NO | the ωB97M-V functional and the def2-TZVPD basis

Structure (ORCA input):
```
! RIJCOSX wB97M-V def2-TZVPD def2/J DEFGRID3
* xyz 1 1
C -0.354 -1.135 -0.695
N 0.015 0.099 0.022
C 0.854 0.998 -0.756
C 0.025 -0.117 1.617
C -1.033 0.555 0.928
O -2.109 1.194 0.784
H -0.777 -1.032 -1.661
H 0.510 -1.755 -0.842
H -1.019 -1.806 -0.183
H 0.667 0.752 -1.754
H 0.501 2.126 -0.649
H 1.944 0.886 -0.683
H 0.937 0.330 2.021
H -0.161 -1.095 1.850
*
```

## Properties
ΔE to the lowest compared entry with this formula, charge and spin, kJ/mol: 286.0
Energy, a.u.: -286.8336
Kohn-Sham gap, eV: 11.115
SMILES string: C[N+]1(C)CC1=O
E_LUMO, eV: -5.08
Maximum force, eV Å⁻¹: 7.603

---

[9]
C5H8O2 | the ωB97M-V functional and the def2-TZVPD basis

Structure (ORCA input):
```
! RIJCOSX wB97M-V def2-TZVPD def2/J DEFGRID3
* xyz 0 1
O 2.504 0.474 0.089
C 1.190 0.411 0.584
C 0.100 1.055 -0.269
C -0.896 -0.091 0.091
O -1.910 0.141 1.019
C -1.073 -0.982 -1.013
C 0.337 -0.840 0.472
H 3.070 -0.007 0.709
H 1.166 0.838 1.611
H -0.301 2.024 0.000
H 0.432 1.004 -1.311
H -2.705 0.360 0.517
H -1.880 -1.727 -0.957
H -0.697 -0.799 -2.007
H 0.662 -1.861 0.465
*
```

## Properties
ΔE to the lowest compared entry with this formula, charge and spin, kJ/mol: 438.3
Energy, a.u.: -345.6380
Kohn-Sham gap, eV: 8.594
E_LUMO, eV: 0.46
Maximum force, eV Å⁻¹: 1.060

---

[10]
C48H42AsIrN2P2S3Se | the ωB97M-V functional and the def2-TZVPD basis

Structure (ORCA input):
```
! RIJCOSX wB97M-V def2-TZVPD def2/J DEFGRID3
* xyz 1 6
Ir 0.507 1.254 -0.189
S -0.808 2.479 1.682
P -0.709 0.527 2.536
C 0.475 -0.096 1.420
P 2.155 -0.613 1.551
S 2.729 0.768 0.022
C 2.455 -2.273 0.956
C 1.358 -3.060 0.434
C 1.586 -4.345 0.091
C 2.866 -4.890 0.125
C 3.955 -4.159 0.642
C 3.715 -2.847 1.094
C 3.256 -0.335 2.906
C 4.109 0.777 3.016
C 5.044 0.899 4.059
C 5.205 -0.111 4.996
C 4.410 -1.257 4.856
C 3.496 -1.405 3.798
C -2.296 -0.307 2.546
C -3.214 0.281 3.384
C -4.537 -0.168 3.534
C -4.924 -1.249 2.766
C -4.058 -1.896 1.914
C -2.731 -1.484 1.834
C -0.221 0.690 4.245
C 0.673 1.750 4.507
C 0.820 2.196 5.807
C 0.313 1.464 6.865
C -0.509 0.377 6.624
C -0.767 -0.026 5.291
H 0.398 -2.608 0.299
H 0.771 -4.958 -0.307
H 3.047 -5.846 -0.369
H 4.944 -4.600 0.751
H 4.504 -2.251 1.469
H 4.087 1.522 2.229
H 5.742 1.770 4.069
H 5.943 -0.087 5.771
H 4.495 -2.083 5.559
H 2.970 -2.375 3.648
H -2.924 1.108 4.012
H -5.166 0.365 4.233
H -5.949 -1.619 2.869
H -4.332 -2.717 1.289
H -1.980 -1.969 1.193
H 1.174 2.209 3.672
H 1.357 3.128 5.958
H 0.708 1.646 7.866
H -0.948 -0.269 7.391
H -1.393 -0.878 5.109
S 1.336 1.242 -2.521
C 0.016 1.107 -3.705
C 0.101 0.548 -4.997
C -1.022 0.400 -5.798
C -2.286 0.866 -5.416
C -2.393 1.476 -4.159
C -1.283 1.579 -3.310
As -1.276 2.303 -1.507
C -1.216 4.259 -1.509
C -2.394 4.991 -1.757
C -2.430 6.359 -1.495
C -1.281 6.982 -1.023
C -0.093 6.249 -0.820
C -0.046 4.889 -1.119
C -3.149 1.938 -1.073
C -3.861 2.749 -0.193
C -5.256 2.570 -0.071
C -5.848 1.499 -0.760
C -5.079 0.653 -1.556
C -3.697 0.759 -1.569
H 1.031 0.065 -5.212
H -0.886 -0.100 -6.757
H -3.164 0.710 -6.052
H -3.362 1.895 -3.782
H -3.275 4.483 -2.168
H -3.308 6.939 -1.736
H -1.372 8.048 -0.834
H 0.837 6.750 -0.478
H 0.863 4.325 -1.003
H -3.336 3.572 0.310
H -5.805 3.181 0.633
H -6.890 1.262 -0.628
H -5.577 -0.191 -2.042
H -3.103 0.078 -2.178
C 3.745 -2.194 -3.023
N 3.140 -3.098 -4.030
C 3.762 -4.077 -4.844
C 2.828 -4.663 -5.591
N 1.594 -4.078 -5.268
C 0.293 -4.392 -5.882
C 1.781 -3.128 -4.262
Se 0.431 -2.217 -3.421
H 3.799 -2.737 -2.057
H 3.070 -1.321 -2.967
H 4.741 -1.868 -3.396
H 4.833 -4.230 -4.746
H 2.917 -5.582 -6.181
H 0.337 -4.555 -6.976
H -0.342 -3.491 -5.689
H -0.225 -5.231 -5.402
*
```

## Properties
ΔE to the lowest compared entry with this formula, charge and spin, kJ/mol: 75.6
Energy, a.u.: -8582.2372
Kohn-Sham gap (spin up / spin down), eV: 5.041 / 3.676
E_LUMO (spin up / spin down), eV: -1.96 / -5.60
Maximum force, eV Å⁻¹: 3.601

---

[11]
C11H7ClF2NO5 | the ωB97M-V functional and the def2-TZVPD basis

Structure (ORCA input):
```
! RIJCOSX wB97M-V def2-TZVPD def2/J DEFGRID3
* xyz -1 1
C -1.859 -3.869 0.904
C -1.191 -3.260 -0.030
C -0.447 -2.238 -1.029
C 0.846 -1.676 -0.219
C 1.455 -0.472 -1.096
C 0.501 0.808 -1.210
C 0.150 1.762 -0.209
N 0.633 1.657 1.186
C -0.542 1.183 1.972
O -1.705 1.619 1.830
F -0.335 0.159 2.936
C 1.155 2.926 1.723
O 0.393 3.645 2.407
F 2.517 3.262 1.505
C -0.797 2.801 -0.950
O -1.381 3.804 -0.474
O -0.953 2.484 -2.360
C -0.262 1.246 -2.541
O -0.168 0.498 -3.548
H -2.189 -4.406 1.865
H -1.151 -1.409 -1.380
H -0.095 -2.861 -1.939
H 1.624 -2.525 -0.181
H 0.555 -1.320 0.829
H 1.696 -0.803 -2.172
H 2.450 -0.078 -0.653
Cl -0.902 -2.937 2.830
*
```

## Properties
Energy, a.u.: -1514.0895
Kohn-Sham gap, eV: 3.611
E_LUMO, eV: 0.62
Maximum force, eV Å⁻¹: 5.965

---

The lowest maximum force belongs to which entry?
C5H8O2